Entry 1:
Density functional theory data (wB97M-V/def2-TZVPD) for a molecular structure, C12H19AuFN5SSi in a non-equilibrium geometry.

Lowest unoccupied orbital energy   -10.473 eV
Net charge   +2
Max |F|   3.164 eV/Å
Frontier orbital gap   4.05 eV
Energy above the lowest of the compared OMol25 structures with the same formula, charge and spin   65.67 kJ/mol

Cartesian coordinates (Å):
Au (-0.19, -0.31, 0.05)
C (1.57, 0.16, 5.39)
C (2.20, -0.02, 4.07)
N (3.47, -0.02, 3.80)
N (3.59, -0.21, 2.48)
C (2.39, -0.34, 1.89)
S (2.13, -0.60, 0.25)
N (1.48, -0.23, 2.91)
N (0.11, -0.31, 2.75)
H (2.35, 0.27, 6.14)
H (0.96, -0.70, 5.65)
H (0.95, 1.05, 5.41)
H (4.50, -0.25, 2.05)
H (-0.35, 0.45, 3.24)
H (-0.24, -1.20, 3.11)
C (-2.16, -2.74, -0.29)
Si (-3.20, -1.13, -0.32)
C (-4.18, -1.19, -1.96)
C (-4.04, -0.99, 1.40)
N (-2.15, 0.30, -0.28)
C (-2.53, 1.57, -0.27)
C (-3.89, 1.98, -0.44)
C (-4.27, 3.29, -0.35)
C (-3.32, 4.30, -0.15)
C (-1.98, 3.96, 0.03)
C (-1.61, 2.64, -0.03)
F (-0.32, 2.33, 0.21)
H (-2.85, -3.57, -0.27)
H (-1.52, -2.82, 0.59)
H (-1.55, -2.84, -1.18)
H (-4.77, -2.10, -1.97)
H (-3.50, -1.21, -2.81)
H (-4.85, -0.35, -2.10)
H (-4.73, -1.82, 1.55)
H (-4.60, -0.06, 1.50)
H (-3.30, -1.03, 2.19)
H (-4.62, 1.21, -0.63)
H (-5.31, 3.56, -0.45)
H (-3.61, 5.34, -0.12)
H (-1.23, 4.71, 0.21)

---

Entry 2:
Density functional theory data (wB97M-V/def2-TZVPD) for a gas-phase ion, C3H5N2OS (charge +1) in a non-equilibrium geometry.

Lowest unoccupied orbital energy (alpha / beta)   -5.259 / -5.259 eV
Net charge   +1
Max |F|   5.123 eV/Å
Frontier orbital gap (alpha / beta)   8.43 / 8.43 eV
Energy above the lowest of the compared OMol25 structures with the same formula, charge and spin   283.69 kJ/mol

Cartesian coordinates (Å):
C (0.28, 0.66, 0.64)
C (-1.60, -0.81, 0.58)
C (-0.02, -0.87, -1.04)
N (0.72, 0.17, -0.47)
N (-0.84, 0.06, 1.27)
O (-2.60, -1.35, 0.44)
S (2.04, 0.97, -1.32)
H (0.98, 1.30, 1.18)
H (0.25, -1.94, -1.11)
H (-0.49, -0.49, -1.90)
H (-0.99, 0.40, 2.23)
H (2.27, 1.91, -0.50)

---

Entry 3:
Density functional theory data (wB97M-V/def2-TZVPD) for 2 unconnected molecules or ions with the total composition C8H5FN2O2.

Lowest unoccupied orbital energy (alpha / beta)   -1.722 / -1.616 eV
Net charge   0
Max |F|   0.584 eV/Å
Frontier orbital gap (alpha / beta)   6.46 / 8.53 eV
Energy above the lowest of the compared OMol25 structures with the same formula, charge and spin   41.80 kJ/mol

Cartesian coordinates (Å):
C (-3.30, 2.13, 0.21)
C (1.12, -0.44, 0.20)
C (0.54, 0.43, 1.11)
C (0.43, -0.80, -0.96)
C (-0.70, 0.97, 0.87)
C (-0.82, -0.29, -1.21)
C (-1.40, 0.62, -0.31)
C (-2.67, 1.18, -0.58)
N (-3.81, 2.91, 0.90)
N (-3.43, -1.98, 0.40)
O (-2.96, -2.65, -0.47)
O (-3.45, -2.02, 1.58)
F (-3.31, 0.81, -1.70)
H (2.10, -0.84, 0.39)
H (1.07, 0.70, 2.01)
H (0.88, -1.49, -1.66)
H (-1.16, 1.65, 1.58)
H (-1.36, -0.57, -2.10)

---

Repeat the second record exactly.
Density functional theory data (wB97M-V/def2-TZVPD) for a gas-phase ion, C3H5N2OS (charge +1) in a non-equilibrium geometry.

Lowest unoccupied orbital energy (alpha / beta)   -5.259 / -5.259 eV
Net charge   +1
Max |F|   5.123 eV/Å
Frontier orbital gap (alpha / beta)   8.43 / 8.43 eV
Energy above the lowest of the compared OMol25 structures with the same formula, charge and spin   283.69 kJ/mol

Cartesian coordinates (Å):
C (0.28, 0.66, 0.64)
C (-1.60, -0.81, 0.58)
C (-0.02, -0.87, -1.04)
N (0.72, 0.17, -0.47)
N (-0.84, 0.06, 1.27)
O (-2.60, -1.35, 0.44)
S (2.04, 0.97, -1.32)
H (0.98, 1.30, 1.18)
H (0.25, -1.94, -1.11)
H (-0.49, -0.49, -1.90)
H (-0.99, 0.40, 2.23)
H (2.27, 1.91, -0.50)